Formula: C55H56ClN4OP2PdSe
Source: the OMol25 dataset
Level of theory: ωB97M-V/def2-TZVPD

Calculated values
Energy above the lowest of the compared OMol25 structures with the same formula, charge and spin (eV): 1.858
Orbital gap (spin up / spin down) (eV): 5.05 / 5.06
Energy (hartree): -6095.74412
Net charge: +1

Element x y z (Å)
H  -5.472092  4.941329  -0.810360
H  -5.538084  -0.377309  -3.496999
H  0.780312  -5.658105  1.230834
C  -0.864638  3.999299  -2.435541
C  -4.026200  0.259306  -4.870931
H  4.763066  3.942279  1.639930
H  5.401789  -1.870701  1.588158
C  0.740425  0.213621  -3.137750
H  0.062897  -0.611247  -2.946075
H  0.639905  1.558910  4.200619
N  1.534505  1.074673  1.368375
N  1.965730  2.719900  3.003090
H  3.795102  4.417246  0.227034
C  -3.890386  0.532348  -2.495696
H  0.891074  5.163353  0.801503
C  -3.905568  3.483429  -0.902552
C  -3.936913  -0.197468  4.867352
H  3.990799  2.908700  3.527573
C  -2.431283  -1.716400  3.787440
C  2.122352  1.455775  -4.652814
H  3.012819  1.961660  4.664330
N  3.244582  2.595552  1.055207
H  -4.722007  -3.243437  -2.771571
C  3.420345  -5.370650  -0.946142
H  4.630120  -0.959238  0.285232
C  -0.192907  -3.760435  1.254480
H  3.094048  4.512251  1.854411
H  -4.334939  1.636994  3.875530
H  3.169701  -6.286455  -1.462058
C  2.230836  2.079114  1.792871
C  -4.574209  0.093209  -3.609062
H  6.334558  -6.345246  -0.800946
N  0.971913  1.064001  -2.145306
C  1.675426  -4.341321  2.657115
H  2.343582  -2.805516  4.000998
C  4.478175  -1.738301  1.031772
H  0.515216  -3.950252  -1.478728
H  2.926364  3.240443  -3.775004
C  -1.953959  -2.033481  -1.275743
C  -2.435517  -1.884143  0.024819
H  4.057290  2.342280  -0.850790
Cl  0.945046  -0.791663  -5.632297
H  1.196088  -5.377497  -2.281244
H  2.580467  1.592289  -5.621683
Se  1.893479  -1.503123  -0.777770
Pd  0.026371  0.312708  -0.223386
H  1.566228  -3.756389  -2.885513
C  -3.120762  0.313945  2.674254
H  -2.389025  -2.647421  -3.283734
H  -3.351519  -2.083700  5.684798
C  -5.001072  4.099192  -0.328968
C  -4.556128  -2.750140  -0.693828
C  -0.227256  -2.489577  1.815754
C  4.891326  -4.129477  0.459155
H  -1.853655  -2.628067  3.792970
C  3.945579  1.791270  0.083968
H  -4.567272  -0.062117  -5.745480
C  0.475255  5.609313  -1.251684
C  -0.152526  5.187228  -2.412062
O  -2.967736  0.978916  1.492442
H  -1.380413  3.706212  -3.339094
H  -5.346704  2.176366  2.411155
H  0.997704  6.553442  -1.237384
C  -4.074976  -2.881527  -1.986285
C  -5.499526  3.608661  0.864320
C  4.089340  -3.009521  0.348415
C  2.931073  -3.078379  -0.438316
H  1.875448  2.813774  -1.564155
C  0.689452  -2.165110  2.815106
C  -2.774082  0.833739  -5.003486
H  -0.106892  5.795739  -3.303515
H  -0.916933  -1.759246  -1.472970
C  0.753927  -4.677959  1.681704
H  3.384126  0.878288  -0.102294
H  -0.294776  2.981200  0.737593
C  -3.254910  -1.399538  4.856569
C  -4.890140  2.547403  1.511031
C  2.591734  -4.271437  -1.092433
C  1.735602  2.124181  -2.385999
H  5.794956  -4.077341  1.047731
P  -1.295624  -1.128215  1.232841
C  -3.849501  0.680732  3.796409
H  3.687880  -1.414148  1.709803
C  1.633542  -3.081390  3.235713
C  1.305532  0.360898  -4.401555
H  0.469980  3.316416  4.297366
C  -2.648389  1.154277  -2.622065
C  -0.913774  3.204506  -1.299030
H  -3.523284  3.824668  -1.852038
C  5.506305  -6.488665  -0.105896
C  2.321562  2.359851  -3.621037
C  -3.741269  1.977333  0.975601
H  -0.101858  2.468055  2.851420
H  -4.314768  0.392466  -1.510973
H  5.923315  -6.580534  0.894217
C  3.016235  2.833804  3.996748
C  1.392763  -4.350156  -1.985725
H  2.430853  -5.052117  2.959103
C  -3.275203  2.427892  -0.264114
H  -4.122923  -2.156958  1.320252
C  3.753592  3.936313  1.211421
H  4.942680  1.539547  0.463184
H  -1.092889  1.684909  -4.009317
P  -1.828357  1.638459  -1.069993
C  -2.079452  1.265032  -3.887900
H  -6.368690  4.064496  1.311183
C  4.580824  -5.318703  -0.187433
H  -5.573639  -3.033574  -0.470122
H  2.839851  3.726922  4.597801
C  0.417421  4.825219  -0.108176
C  -2.360808  -0.867254  2.693889
H  4.995443  -7.410068  -0.372106
H  -0.911562  -4.035986  0.495376
C  0.675459  2.490332  3.615922
H  0.962816  0.670014  2.112757
C  -2.763693  -2.535968  -2.275736
H  -4.550505  0.071353  5.714785
H  -2.329708  0.946512  -5.980471
C  -0.257225  3.621833  -0.139947
H  0.640055  -1.186212  3.277348
C  -3.744113  -2.252493  0.312502

Forces on the atoms, in the same order (eV/Å):
H -0.04 0.06 -0.08
H -0.12 -0.06 0.04
H 0.01 -0.10 -0.04
C -0.09 -0.15 0.05
C 0.03 0.01 0.06
H -0.05 0.03 -0.07
H 0.09 -0.01 0.11
C 0.02 -0.52 -0.61
H 0.20 0.03 -0.02
H -0.02 -0.01 -0.06
N -0.01 0.08 0.52
N -0.08 0.05 -0.18
H 0.04 -0.01 0.11
C 0.10 0.16 0.16
H 0.06 -0.03 0.10
C -0.02 -0.03 0.05
C 0.13 -0.09 -0.06
H 0.06 0.00 0.00
C 0.06 -0.01 -0.15
C -0.19 -0.26 0.17
H 0.06 0.04 -0.04
N 0.05 0.21 -0.03
H -0.06 -0.08 -0.04
C 0.20 -0.07 -0.01
H -0.04 0.08 0.08
C -0.29 0.21 0.07
H 0.04 0.04 0.00
H -0.05 0.03 -0.06
H -0.05 -0.14 -0.07
C -0.41 -0.16 0.48
C -0.10 0.01 -0.14
H 0.08 -0.09 -0.01
N -0.33 -0.34 0.36
C 0.02 0.01 0.02
H 0.06 -0.01 0.08
C 0.04 -0.03 0.01
H -0.07 0.04 -0.11
H 0.05 0.04 0.07
C 0.27 -0.07 -0.01
C 0.09 0.20 -0.16
H 0.05 0.01 -0.02
Cl -0.02 0.02 0.07
H 0.00 -0.12 -0.04
H -0.02 0.01 -0.05
Se 0.25 0.46 -0.98
Pd -1.15 -0.58 -0.18
H -0.13 0.04 -0.01
C 0.19 -0.50 0.37
H 0.08 0.02 -0.04
H 0.04 -0.06 0.08
C -0.05 0.01 -0.04
C -0.16 -0.04 -0.09
C 0.19 0.15 0.06
C -0.01 -0.15 -0.10
H 0.06 -0.07 0.03
C 0.00 -0.31 -0.01
H -0.08 -0.07 -0.13
C 0.03 0.02 -0.09
C 0.02 0.16 -0.04
O -0.31 0.12 0.42
H -0.01 0.00 -0.02
H 0.04 -0.03 0.03
H 0.08 0.08 0.01
C 0.02 -0.01 0.05
C 0.09 0.04 -0.11
C -0.26 0.12 -0.09
C -0.42 -0.16 0.51
H -0.02 0.00 0.04
C -0.18 0.04 -0.01
C 0.05 -0.02 -0.16
H 0.00 0.07 -0.05
H -0.19 -0.13 -0.07
C 0.01 -0.11 -0.04
H 0.06 -0.05 -0.05
H 0.07 0.14 -0.05
C -0.07 -0.08 0.07
C -0.02 -0.28 0.34
C -0.06 0.36 0.07
C 0.29 0.38 0.06
H 0.15 0.05 0.13
P 0.48 -0.98 -0.89
C -0.11 0.29 -0.21
H -0.01 0.16 0.00
C 0.02 0.04 0.00
C 0.04 0.30 0.24
H -0.04 -0.03 0.03
C 0.23 -0.28 0.07
C 0.01 0.00 -0.07
H 0.00 0.08 -0.12
C 0.05 0.00 -0.04
C -0.09 -0.14 0.12
C -0.09 0.54 -0.62
H -0.02 -0.03 0.10
H -0.13 -0.02 0.05
H 0.06 -0.10 0.06
C 0.09 0.07 0.08
C -0.03 -0.10 0.05
H 0.02 -0.05 0.02
C 0.13 -0.58 0.67
H -0.09 0.01 0.06
C -0.01 0.18 0.07
H 0.00 0.00 -0.11
H 0.01 0.10 -0.05
P 0.56 0.57 -0.02
C 0.09 0.07 0.18
H -0.12 0.00 0.05
C -0.20 0.12 0.02
H -0.09 -0.01 0.05
H 0.11 0.00 0.05
C 0.03 0.11 -0.01
C 0.17 0.89 -0.29
H 0.03 -0.12 0.02
H 0.00 -0.02 -0.10
C -0.09 0.03 -0.07
H 0.46 0.37 -0.06
C -0.02 -0.11 -0.02
H 0.01 0.04 0.06
H 0.04 0.01 -0.11
C -0.18 -0.13 0.02
H 0.13 0.07 0.05
C 0.17 0.06 0.17

Formula: C3H10N2O
Source: the OMol25 dataset
Level of theory: ωB97M-V/def2-TZVPD

Calculated values
Energy above the lowest of the compared OMol25 structures with the same formula, charge and spin (eV): 2.787
Orbital gap (eV): 9.96
Energy (hartree): -304.97221
Net charge: 0

Element x y z (Å)
H  -1.281377  1.906633  2.204076
C  0.146775  -1.132747  -1.403724
H  -0.528077  1.392021  -0.204646
H  0.184558  2.761272  2.315348
N  -0.206169  -1.424155  0.009845
H  1.436986  -2.747908  -1.820896
H  0.450043  -1.887594  -3.327107
H  0.460524  -2.124086  0.474983
H  0.106178  -0.045066  1.445173
H  0.443430  2.680122  0.033601
H  -0.409636  -0.279557  -1.765275
N  -0.367714  2.193787  0.353008
C  -0.366576  1.946991  1.781999
O  0.218964  0.690262  2.161612
H  -1.043863  -1.896642  -0.034861
C  0.755959  -2.033329  -2.223143

Forces on the atoms, in the same order (eV/Å):
H -3.53 0.24 0.81
C -0.39 -2.64 0.45
H -0.22 -0.79 -0.29
H -0.17 -0.64 -0.60
N 4.44 0.65 0.35
H -0.05 -0.91 -0.15
H 1.57 -0.36 1.72
H -1.03 1.35 -1.15
H -0.12 2.05 1.36
H 0.46 0.05 -0.07
H -0.10 -0.09 -0.28
N -0.45 1.08 1.11
C 3.43 -0.58 -1.14
O 0.53 -1.40 -1.22
H -2.43 -1.08 -0.01
C -1.93 3.06 -0.89

Formula: C46H67Cl2FIN18O
Source: the OMol25 dataset
Level of theory: ωB97M-V/def2-TZVPD

Calculated values
Orbital gap (eV): 9.23
Energy (hartree): -4171.40129
Net charge: +1

Element x y z (Å)
H  1.861950  -3.686340  -0.326895
H  -11.223727  -0.589028  3.072595
H  -7.632724  -4.184809  -1.431059
H  -5.924340  -1.150438  4.686185
H  0.906436  -4.733464  1.287885
H  -10.568962  -1.905216  2.080621
H  0.255579  -5.557812  3.252462
C  -2.404740  -4.841262  -1.801154
C  6.817210  -0.102642  -2.761539
C  4.180054  0.954854  2.331460
H  5.902540  3.348428  -10.182493
H  10.087213  1.700406  -6.213896
H  -3.488796  -4.810678  -1.729419
N  -0.537453  -1.053862  1.781016
H  -6.329272  -6.767031  2.202328
C  4.390549  4.163931  3.850130
H  -2.316415  -0.772713  8.470100
H  9.281080  1.769904  -4.633758
C  -5.336276  -7.195297  2.330745
C  6.829884  2.939326  -9.784479
C  -4.889845  -1.703181  2.932113
C  -7.328850  2.479989  0.475997
C  0.302509  -3.944933  1.780136
H  -1.811149  -0.683349  6.770636
Cl  0.894890  3.294756  1.371700
C  -11.957323  -0.660347  1.096663
H  1.371674  1.394180  3.204155
C  -3.908928  0.235966  -0.371071
H  2.355079  0.507007  -1.874851
H  9.280570  3.192978  -5.694720
N  -4.909259  -0.089138  6.798662
N  -4.681089  -2.443516  2.086029
C  3.098411  0.862345  -1.134338
H  -5.504593  0.197483  3.614816
H  6.974389  -0.804728  -4.743606
H  4.960034  -1.589663  1.222439
F  0.789651  -0.404454  -0.230020
C  2.640860  -3.013114  1.955476
H  -0.920637  -1.681677  1.071187
H  2.565525  10.094698  -7.993991
C  7.982249  1.644114  -6.289563
C  1.780741  0.366210  3.205046
N  8.744513  4.707814  -9.986134
C  -10.876326  -0.860450  2.077292
H  5.746459  -1.621451  -3.755835
H  -6.251414  2.396314  0.339673
H  -0.477502  -3.756847  4.874614
H  -2.177182  -4.895468  4.071383
O  0.288159  -3.801387  4.286750
C  -3.052689  2.150984  -0.901567
N  -8.130772  -6.698900  0.406387
H  -7.585422  3.519954  0.671423
H  3.333085  0.001017  -0.482893
H  -4.723672  -0.505448  -0.446316
C  -3.886368  -0.507363  7.084219
C  2.951019  8.569464  -6.592837
N  -8.078701  0.982276  2.484045
H  3.991844  1.175659  -1.697244
C  -0.539968  0.384550  1.463724
C  -5.159265  -0.750385  4.025995
H  4.367866  4.610087  1.794202
C  -1.828669  -3.716250  -1.055457
H  2.906319  6.265610  -2.159348
C  -2.572990  -1.061673  7.452333
C  -7.805853  -6.055986  -0.478915
H  -2.112089  -4.780736  -2.849280
H  -4.903942  -6.825745  3.259726
C  -7.751128  1.636998  1.607213
C  7.907726  3.936322  -9.898075
H  3.686276  -0.381070  4.019659
H  7.093113  2.044000  -10.345266
H  -3.125282  3.122898  -1.419141
I  0.905484  -0.639134  4.901425
N  1.596163  -0.318278  1.902090
C  2.970520  9.986806  -6.989123
C  -4.479240  -6.815853  1.196798
H  2.050406  6.483307  -3.698492
C  0.913821  0.472623  0.841404
C  -1.727886  -4.661884  3.091323
H  -2.049883  -5.779752  -1.383125
H  6.683213  2.673934  -8.739923
C  -1.732936  0.745319  0.574587
H  2.367822  10.570909  -6.295711
N  2.935908  7.471753  -6.281440
H  5.236451  0.969990  2.668908
N  -1.380313  -2.845062  -0.468577
H  -4.252945  -0.581794  4.593939
C  2.654150  8.268427  -2.759200
N  2.799190  -3.318864  -0.525509
C  1.480174  1.835851  0.528938
H  -1.932669  -5.470409  2.358119
H  -0.563721  -3.780084  1.116647
C  3.319574  -2.932794  0.560119
H  -5.420930  -8.279439  2.383106
C  3.314116  0.547015  3.546531
H  -7.828489  2.155541  -0.435244
N  -4.112581  1.348088  -1.090528
H  4.626830  6.007247  2.857757
H  -2.868705  -1.071515  0.989297
N  -3.810184  -6.521197  0.318843
C  6.210223  -0.662144  -3.982232
C  4.750244  -2.347775  0.450833
H  5.454430  0.021768  -4.364850
H  1.226523  6.836773  -2.166028
C  -2.842920  -0.121510  0.447819
H  3.113864  -2.255273  2.603031
H  3.945920  1.981862  2.006526
H  4.114281  0.201066  1.534853
C  -7.386892  -5.228211  -1.621558
H  -2.601483  -2.148634  7.388188
H  -2.178650  -3.751069  2.645737
N  7.285725  0.332199  -1.814927
C  -1.890708  1.944710  -0.160090
H  5.937882  4.843140  2.589294
C  2.179962  6.877751  -2.691008
C  0.804244  -1.511872  1.862477
H  4.792981  -1.882738  -0.551853
H  3.993109  10.359583  -6.974127
H  3.364422  1.337493  4.320032
H  -7.900492  -5.557044  -2.523437
N  1.177302  -2.748725  1.876203
C  4.860691  4.955292  2.701941
H  -1.107987  2.709105  -0.144652
N  3.024284  9.345973  -2.824711
H  -10.021357  -0.238654  1.818407
N  4.025848  3.548574  4.739637
H  5.517510  -3.139901  0.480811
C  -0.167565  -4.533949  3.158662
H  2.780501  -3.994116  2.446360
C  2.456724  2.009865  -0.361083
C  9.235927  2.105389  -5.669261
N  7.012917  1.296437  -6.786519
H  -6.312006  -5.321622  -1.768189
Cl  3.114033  3.623559  -0.695055
N  -12.792878  -0.505286  0.334625
H  -0.681833  1.034586  2.347150

Forces on the atoms, in the same order (eV/Å):
H 0.05 0.01 -0.43
H 0.01 0.01 -0.03
H -0.01 -0.03 0.01
H 0.03 0.04 -0.01
H -0.17 0.61 0.18
H -0.03 0.01 -0.01
H -0.20 0.51 -0.17
C 0.25 0.32 -0.12
C -0.51 -0.47 -1.03
C 0.37 -0.15 0.95
H 0.05 0.02 -0.01
H -0.04 0.01 -0.01
H 0.04 -0.03 0.11
N 1.99 -2.15 -0.03
H 0.02 -0.04 -0.08
C 0.41 0.70 -0.94
H -0.03 0.01 -0.03
H -0.02 0.01 -0.02
C 0.18 0.12 -0.21
C 0.24 0.30 -0.05
C -0.34 0.80 0.85
C -0.08 -0.18 0.31
C 0.09 -0.50 0.23
H -0.03 0.03 0.02
Cl -0.02 -1.31 -0.06
C 0.87 -0.20 0.83
H -0.19 -0.75 -0.32
C -1.80 -1.60 -0.13
H 0.42 0.13 0.31
H -0.02 -0.03 -0.02
N -0.57 0.34 0.08
N 0.24 -0.50 -0.52
C -0.43 0.07 -0.46
H -0.06 -0.06 0.00
H -0.05 0.03 -0.01
H 0.01 -0.43 -0.28
F 1.06 1.02 -0.36
C 0.53 0.39 0.00
H -1.16 0.42 -0.13
H 0.01 -0.03 0.02
C 0.94 0.39 0.40
C 1.89 0.67 0.35
N 0.58 0.51 -0.01
C -0.30 0.05 -0.32
H 0.02 0.02 0.01
H -0.03 -0.03 -0.05
H 0.33 0.16 0.06
H 0.18 -0.01 -0.43
O -0.45 0.07 -0.49
C -0.03 1.96 -1.08
N -0.14 -0.41 0.64
H -0.02 -0.04 0.03
H -0.08 0.54 -0.25
H 0.40 0.33 0.11
C 1.04 -0.43 0.55
C 0.02 1.19 -0.30
N -0.08 -0.44 0.56
H -0.32 -0.01 0.51
C -0.75 0.59 -1.14
C 0.04 -0.37 -0.75
H 0.00 0.01 0.01
C -0.58 -0.85 -0.73
H 0.00 0.04 -0.02
C -0.30 0.14 -0.13
C 0.35 0.68 -0.95
H 0.05 0.11 0.04
H 0.04 0.00 -0.05
C 0.33 0.73 -0.93
C -0.90 -0.82 0.06
H -0.04 0.34 -0.36
H 0.01 0.03 0.02
H 0.09 -0.49 0.20
I -0.01 0.39 -0.21
N 1.24 -1.27 -0.65
C -0.01 -0.35 0.08
C -0.74 -0.30 0.92
H 0.06 0.07 -0.02
C -2.41 0.17 1.74
C 0.79 0.07 -0.75
H -0.10 0.03 0.06
H -0.01 -0.03 -0.04
C -1.17 -0.14 -1.03
H 0.03 -0.04 0.02
N -0.05 -0.80 0.28
H -0.51 0.02 -0.18
N 0.19 0.54 0.14
H 0.01 -0.03 -0.09
C -0.37 -1.12 -0.02
N -0.76 -0.05 0.51
C 0.25 0.79 -0.07
H -0.16 0.29 0.58
H 0.66 0.27 0.63
C 1.18 0.15 0.08
H 0.00 0.03 -0.05
C -0.53 -0.08 0.00
H 0.02 -0.02 0.03
N 2.13 -0.40 1.59
H 0.00 -0.03 0.01
H -0.27 0.41 -0.39
N 0.41 0.17 -0.44
C 0.14 0.11 0.36
C -0.73 -0.06 -0.02
H 0.06 0.00 -0.04
H 0.03 0.02 0.01
C 1.09 0.49 0.32
H -0.36 -0.37 -0.19
H -0.04 -0.53 -0.16
H -0.13 0.62 0.10
C -0.13 -0.19 0.26
H -0.03 0.02 0.03
H 0.15 -0.34 0.56
N 0.24 0.30 0.66
C 0.53 -0.79 0.69
H -0.03 -0.01 0.02
C 0.06 0.31 -0.05
C -2.98 2.76 1.09
H 0.16 -0.21 0.56
H -0.02 -0.03 0.02
H 0.01 -0.47 -0.34
H 0.00 0.00 0.03
N 1.06 -0.12 0.00
C -0.10 -0.16 0.29
H -0.53 -0.22 -0.14
N 0.23 0.73 -0.03
H -0.06 -0.04 0.08
N -0.30 -0.43 0.57
H -0.36 0.28 0.14
C -0.88 -0.72 -0.02
H -0.06 0.45 -0.35
C 0.92 -0.10 -0.54
C -0.31 -0.13 -0.12
N -0.50 -0.24 -0.12
H -0.02 -0.03 0.04
Cl -0.42 -1.21 0.12
N -0.54 0.12 -0.53
H 0.57 -0.62 -0.05